{
  "formula": "C54H47FGeN7O9S6Ti",
  "method": "ωB97M-V/def2-TZVPD",
  "elements": ["Ti", "N", "C", "C", "C", "C", "C", "C", "S", "N", "C", "C", "C", "C", "C", "C", "N", "H", "H", "H", "H", "H", "H", "H", "H", "H", "O", "C", "C", "C", "C", "C", "C", "N", "H", "H", "H", "H", "H", "H", "H", "H", "H", "H", "H", "F", "C", "C", "C", "C", "C", "C", "H", "H", "H", "H", "O", "N", "O", "C", "C", "C", "C", "O", "C", "C", "N", "O", "O", "N", "O", "O", "H", "H", "C", "C", "C", "C", "C", "C", "Ge", "C", "C", "C", "C", "C", "C", "C", "C", "C", "C", "C", "C", "H", "H", "H", "H", "H", "H", "H", "H", "H", "H", "H", "H", "H", "H", "H", "C", "C", "O", "H", "H", "H", "C", "S", "C", "C", "S", "S", "C", "S", "S", "H", "H", "H"],
  "positions_angstrom": [[0.40631, -0.83137, -0.47066], [4.43606, -2.24449, -0.35740], [4.64125, -2.87704, 0.85188], [5.54724, -3.93158, 0.98234], [5.79516, -4.49350, 2.22452], [5.12542, -4.03530, 3.35323], [4.20388, -3.00300, 3.22691], [3.96997, -2.41142, 1.99448], [2.93793, -1.00702, 1.79355], [2.29605, -1.35391, 0.25414], [3.21018, -1.65467, -0.70906], [2.84544, -1.36518, -1.99265], [3.56141, -1.67991, -3.19151], [3.09331, -1.27671, -4.39157], [1.86322, -0.53703, -4.45001], [1.18391, -0.30115, -3.30676], [1.60178, -0.72020, -2.06894], [4.96917, -2.59658, -1.13314], [6.06106, -4.29927, 0.09953], [6.50824, -5.30628, 2.30587], [5.30541, -4.48581, 4.32169], [3.65275, -2.64438, 4.08961], [4.48498, -2.24661, -3.12614], [3.63232, -1.51007, -5.30161], [1.47172, -0.17050, -5.38856], [0.24450, 0.23434, -3.31622], [0.75138, 0.99640, 0.65931], [1.11590, 1.95024, 1.36330], [1.04663, 1.84956, 2.86917], [2.36836, 2.07797, 3.61270], [2.78192, 3.53832, 3.75365], [3.07916, 4.22977, 2.42849], [1.87184, 4.31242, 1.50242], [1.55057, 3.07754, 0.80584], [0.66517, 0.85125, 3.07672], [0.28507, 2.55670, 3.22243], [3.16131, 1.51602, 3.11523], [2.26140, 1.63835, 4.60805], [3.66414, 3.59956, 4.39720], [1.98453, 4.08851, 4.27057], [3.88377, 3.70844, 1.90131], [3.43176, 5.24752, 2.62170], [2.05932, 5.04530, 0.71780], [0.99670, 4.66772, 2.06027], [1.60659, 3.11675, -0.21846], [-0.69758, -6.64849, -2.62046], [-0.45521, -5.39480, -2.13004], [-1.05105, -4.31262, -2.74143], [-0.79817, -3.04453, -2.22680], [0.02644, -2.83387, -1.11411], [0.62428, -3.97021, -0.55930], [0.38585, -5.25253, -1.04847], [-1.68993, -4.46608, -3.60464], [-1.26214, -2.19684, -2.72368], [1.29118, -3.85792, 0.28956], [0.84339, -6.12720, -0.60037], [-4.81757, 4.67468, -6.88477], [-4.66734, 4.79663, -5.68301], [-5.10296, 5.72552, -5.02998], [-3.94945, 3.73778, -4.97041], [-3.73266, 3.87982, -3.61404], [-3.05913, 2.86920, -2.95680], [-2.63739, 1.68582, -3.61227], [-2.07756, 0.70559, -2.94306], [-2.86782, 1.62371, -4.99367], [-3.51434, 2.64103, -5.67813], [-2.46985, 0.45462, -5.79402], [-2.79191, 0.45833, -6.97388], [-1.85109, -0.43533, -5.25829], [-2.78778, 2.99602, -1.60621], [-3.21513, 3.90156, -0.87650], [-1.88291, 2.11193, -1.07993], [-4.04628, 4.75915, -3.07389], [-3.67765, 2.55087, -6.73795], [1.35032, -3.20718, 5.86231], [0.73100, -1.96383, 5.83292], [0.08273, -1.53306, 4.67960], [0.04833, -2.31465, 3.52199], [0.69557, -3.55278, 3.56995], [1.32578, -4.00319, 4.72330], [-0.84819, -1.70934, 1.84532], [-2.18529, -3.17419, 1.59486], [-2.90923, -3.21955, 0.40221], [-3.88746, -4.17959, 0.17597], [-4.16738, -5.13159, 1.14840], [-3.46104, -5.10716, 2.34319], [-2.48437, -4.13883, 2.55907], [-2.13461, -0.33899, 2.59030], [-3.05633, -0.69932, 3.58002], [-3.99942, 0.19786, 4.06640], [-4.05264, 1.49473, 3.56521], [-3.15230, 1.87817, 2.58104], [-2.20663, 0.96964, 2.10968], [1.84825, -3.55160, 6.76165], [0.74015, -1.32931, 6.71324], [-0.42272, -0.57122, 4.69287], [0.69934, -4.18868, 2.68818], [1.81527, -4.97092, 4.72577], [-2.68802, -2.50400, -0.37986], [-4.41875, -4.19426, -0.77010], [-4.92183, -5.89010, 0.97227], [-3.66454, -5.84565, 3.11253], [-1.94533, -4.14556, 3.50118], [-3.04607, -1.71097, 3.97565], [-4.70225, -0.11987, 4.83020], [-4.79575, 2.19375, 3.93335], [-3.18657, 2.87782, 2.15848], [-1.52969, 1.29011, 1.32886], [-3.63054, 0.35948, -1.06358], [-2.19899, 0.73526, -1.46135], [-1.27293, -0.02880, -0.97527], [-4.09790, -0.22869, -1.85404], [-4.24460, 1.23247, -0.84373], [-3.57168, -0.24646, -0.16295], [-0.41088, 5.64513, -1.12305], [-0.73783, 5.49487, -2.89395], [0.87919, 5.61444, -3.54322], [1.87747, 4.70288, -3.34720], [1.87196, 3.24682, -2.45370], [3.38583, 5.16674, -4.13129], [2.91216, 6.67869, -4.80560], [3.89765, 7.62809, -5.75128], [1.27344, 7.04169, -4.47552], [-1.37559, 5.62495, -0.61671], [0.10506, 6.58047, -0.90829], [0.18540, 4.79374, -0.79994]],
  "mulliken_charge": [-1.9699, 0.0367, 0.0531, -0.9220, -0.5860, -0.7978, -0.2977, 0.4145, -0.1475, 0.2877, -0.3302, 0.7027, -1.1646, -0.9777, -0.7702, -0.6456, 1.4739, 0.2246, 0.3591, 0.3498, 0.3888, 0.4219, 0.2304, 0.3654, 0.4955, 0.4999, 0.7429, -0.0982, 0.4413, -0.3639, -0.8418, -0.8260, -0.7423, 0.5412, -1.1250, 0.6681, 0.1897, 0.3229, 0.4142, 0.3186, 0.3191, 0.3839, 0.3836, 0.3695, -0.5899, -0.4147, 0.1701, -0.7535, -0.6476, 1.6898, 0.1921, -0.8143, 0.4529, 0.1085, 0.2363, 0.4433, -0.6547, 1.0771, -0.6409, -0.6181, -0.1410, 0.2965, -0.1926, -0.2443, -0.2954, -0.5100, 1.1429, -0.7095, -0.5672, 0.6519, -0.7398, 0.3937, 0.6458, 0.6845, -0.5919, -0.7395, -0.2483, -0.2404, 0.0958, -0.8920, 4.3838, 0.3368, -0.1540, -0.9318, -0.6374, -0.7945, -0.6258, -0.6399, -0.4882, -0.8435, -0.6597, -1.1009, 0.5408, 0.3159, 0.4033, 0.2203, 0.2813, 0.4172, 0.2862, 0.4035, 0.3414, 0.3911, 0.2925, 0.3343, 0.3944, 0.3470, 0.4939, 0.1603, -1.4300, 0.4318, -0.2546, 0.2928, 0.3849, 0.2456, 0.0069, -0.0882, -0.2586, -0.0569, -0.2936, -0.0721, 0.0823, -0.3396, -0.1356, 0.3157, 0.5344, -0.6611],
  "orbital_gap_ev": [4.06, 3.92],
  "total_charge": -2,
  "homo_energy_ev": [-1.330, -1.330],
  "energy_ev": -232976.251,
  "de_lowest_kcal_mol": 0.0,
  "multiplicity": 2
}